Below is C28H38N2O3 in the gas phase, with properties calculated with wB97M-V/def2-TZVPD.

Geometry as XYZ:
```
71
Properties=species:S:1:pos:R:3
O -0.63 3.80 -3.58
C -0.71 3.98 -2.38
C -0.61 2.84 -1.42
C -1.65 2.52 -0.55
C -1.57 1.41 0.26
C -0.44 0.59 0.24
O -0.47 -0.46 1.10
C 0.54 -1.46 1.05
C 0.41 -2.29 2.33
C 1.42 -3.44 2.30
N 1.27 -4.31 1.15
C 0.13 -5.22 1.20
C 0.45 -6.53 0.48
C -0.70 -7.49 0.62
C -0.75 -8.38 1.68
C -1.83 -9.24 1.83
C -2.88 -9.20 0.92
C -2.83 -8.31 -0.14
C -1.75 -7.46 -0.29
C 1.36 -3.55 -0.08
C 0.37 -2.38 -0.16
C 0.60 0.90 -0.63
C 0.50 2.01 -1.46
N -0.96 5.20 -1.85
C -1.09 6.34 -2.73
C 0.16 7.22 -2.66
C 0.44 7.63 -1.22
C 0.53 6.40 -0.31
C 1.78 5.56 -0.61
C 2.15 4.56 0.48
C 2.74 5.23 1.73
O 3.08 4.30 2.73
C -0.75 5.57 -0.47
H -2.54 3.13 -0.53
H -2.37 1.15 0.94
H 1.54 -0.99 1.03
H -0.61 -2.67 2.40
H 0.59 -1.65 3.20
H 1.33 -4.04 3.20
H 2.43 -3.03 2.26
H -0.08 -5.44 2.25
H -0.79 -4.79 0.77
H 0.64 -6.33 -0.58
H 1.36 -6.95 0.92
H 0.06 -8.42 2.39
H -1.86 -9.93 2.65
H -3.72 -9.87 1.03
H -3.65 -8.28 -0.85
H -1.72 -6.77 -1.12
H 1.21 -4.22 -0.93
H 2.38 -3.15 -0.14
H -0.66 -2.76 -0.16
H 0.52 -1.83 -1.09
H 1.49 0.29 -0.69
H 1.30 2.24 -2.14
H -1.97 6.92 -2.42
H -1.24 5.96 -3.74
H 1.01 6.68 -3.07
H 0.01 8.11 -3.28
H -0.37 8.26 -0.86
H 1.36 8.20 -1.16
H 0.59 6.74 0.73
H 2.63 6.22 -0.78
H 1.61 5.00 -1.54
H 1.29 3.96 0.78
H 2.90 3.87 0.08
H 3.62 5.83 1.45
H 2.01 5.89 2.20
H 3.69 3.65 2.36
H -1.61 6.16 -0.13
H -0.70 4.67 0.15
```

Properties
LUMO energy, eV: 0.60
Energy relative to the best compared isomer or geometry (same formula, charge and spin), eV: 0.2534
Gap between HOMO and LUMO, Ha: 0.3340
SMILES: O=C(c1ccc(OC2CCN(CCc3ccccc3)CC2)cc1)N1CCC[C@H](CCCO)C1

Below is 3 unconnected molecules or ions with the total composition C3H6O3, with properties calculated with wB97M-V/def2-TZVPD.

Geometry as XYZ:
```
12
Properties=species:S:1:pos:R:3
C -1.25 -2.21 0.91
C -0.75 -1.31 1.74
O -0.42 -0.56 2.58
H -0.78 -2.25 -0.09
H -2.23 -2.43 1.06
C 0.04 3.29 -1.67
O -0.14 2.72 -2.70
H 0.99 3.93 -1.50
H -0.55 3.47 -0.87
O 1.44 -1.70 0.38
H 2.33 -1.61 0.65
H 1.32 -1.33 -0.49
```

Properties
LUMO energy, eV: 0.37
Energy relative to the best compared isomer or geometry (same formula, charge and spin), eV: 3.2937
Gap between HOMO and LUMO, Ha: 0.3441
SMILES: C=C=O.C=O.O

Below is 3 unconnected molecules or ions with the total composition C4H13NO2, with properties calculated with wB97M-V/def2-TZVPD.

Geometry as XYZ:
```
20
Properties=species:S:1:pos:R:3
C -0.80 -1.89 1.00
C -0.29 -1.37 -0.12
N 0.63 -0.32 -0.15
C 0.73 0.61 -1.25
C 2.11 0.61 -1.90
H -1.46 -2.74 0.91
H -0.45 -1.60 1.97
H -0.75 -1.49 -1.10
H 1.33 -0.35 0.56
H 0.41 1.62 -0.97
H 0.02 0.23 -1.99
H 2.12 1.38 -2.66
H 2.23 -0.33 -2.44
H 2.91 0.78 -1.19
O -3.34 -0.06 1.51
H -2.50 -0.45 1.21
H -3.93 -0.78 1.75
O 0.45 2.06 2.02
H -0.20 1.50 1.57
H 0.77 2.59 1.28
```

Properties
LUMO energy, eV: 0.79
Energy relative to the best compared isomer or geometry (same formula, charge and spin), eV: 1.1853
Gap between HOMO and LUMO, Ha: 0.3378
SMILES: C=CNCC.O.O

Below is a molecular structure, C5H11N4, with properties calculated with wB97M-V/def2-TZVPD.

Geometry as XYZ:
```
20
Properties=species:S:1:pos:R:3
C -0.63 -0.99 -1.18
C 1.70 -0.26 -0.54
C -0.33 1.21 -0.82
C -0.18 0.71 1.64
C -1.18 -0.69 0.22
N 1.42 -0.96 0.76
N 0.45 0.03 -1.24
N 0.23 -0.70 1.43
N -1.04 0.85 0.47
H -0.41 -1.98 -1.52
H -1.39 -0.58 -1.83
H 2.29 0.58 -0.35
H 2.26 -0.81 -1.29
H 0.33 2.03 -0.49
H -0.99 1.38 -1.69
H -0.67 0.68 2.55
H 0.66 1.28 1.67
H -1.94 -1.04 0.89
H 1.38 -1.95 0.53
H -1.94 1.19 0.77
```

Properties
LUMO energy (spin up / spin down), eV: -2.85 / -5.98
Total charge: +1
Energy relative to the best compared isomer or geometry (same formula, charge and spin), eV: 4.4193
Gap between HOMO and LUMO (spin up / spin down), Ha: 0.2516 / 0.3029
2S+1: 3

Below is C5H10BrFO2 in the gas phase, with properties calculated with wB97M-V/def2-TZVPD.

Geometry as XYZ:
```
19
Properties=species:S:1:pos:R:3
C 1.17 1.79 0.97
C 0.81 0.78 -0.10
C 1.97 -0.19 -0.35
O -0.36 0.10 0.36
C -0.92 -0.75 -0.55
O -0.42 -2.03 -0.56
C -2.70 -0.92 -0.12
F -2.78 -1.53 1.08
Br -3.46 0.84 -0.04
H 1.37 1.28 1.91
H 2.06 2.34 0.67
H 0.35 2.49 1.12
H 0.56 1.29 -1.04
H 1.73 -0.90 -1.15
H 2.19 -0.75 0.55
H 2.85 0.37 -0.64
H -0.93 -0.37 -1.58
H -0.28 -2.32 0.36
H -3.19 -1.52 -0.88
```

Properties
LUMO energy, eV: 0.88
Energy relative to the best compared isomer or geometry (same formula, charge and spin), eV: 0.0000
Gap between HOMO and LUMO, Ha: 0.3829
SMILES: CC(C)O[C@@H](O)[C@@H](F)Br

Below is 2 unconnected molecules or ions with the total composition C6H10, with properties calculated with wB97M-V/def2-TZVPD.

Geometry as XYZ:
```
16
Properties=species:S:1:pos:R:3
C 1.46 0.56 0.59
C 2.00 -0.58 -0.13
C -3.37 -0.25 0.31
C -2.11 -0.30 -0.18
C -0.91 -0.16 0.56
C 0.30 -0.35 -0.11
H 1.40 1.58 0.20
H 4.34 0.53 -1.68
H 1.35 0.58 1.68
H 3.94 1.15 -1.75
H 0.14 -0.17 -1.16
H -4.21 -0.36 -0.37
H -3.55 -0.09 1.37
H -1.97 -0.47 -1.24
H -0.98 -0.09 1.65
H 2.17 -1.57 0.27
```

Properties
LUMO energy, eV: -0.78
Energy relative to the best compared isomer or geometry (same formula, charge and spin), eV: 6.9724
Gap between HOMO and LUMO, Ha: 0.2250